No. 1
Below is a molecular structure, C4H14N2O, with properties calculated with ωB97M-V/def2-TZVPD.

The geometry in XYZ format:
```
21
Properties=species:S:1:pos:R:3:forces:R:3
C 0.3201 1.6490 -0.9440 -1.827 0.688 0.264
C 0.8738 1.4023 0.4585 0.857 -1.836 -0.450
C 0.2176 0.3615 1.3951 -0.621 2.766 -1.516
C 1.0925 -1.9045 1.0872 -1.054 -0.186 -0.670
N 0.1626 -1.1649 0.7123 2.215 -1.265 1.514
N 0.1639 0.4268 -1.8179 -0.332 -0.789 -0.057
H -0.7141 2.1038 -0.8197 1.246 -0.359 -0.671
H 0.9673 2.2795 -1.5571 -0.070 0.419 0.609
H 1.9546 1.1710 0.3599 -0.310 0.147 0.373
H 0.8519 2.3823 0.9801 -0.125 -0.174 0.353
H 0.7246 0.2398 2.3229 0.524 -0.390 0.727
H -0.8452 0.4056 1.5311 -0.518 0.721 0.301
H 1.9832 -1.6440 1.6941 0.144 0.430 0.187
H 1.1738 -2.9877 0.8649 -0.285 -0.482 -0.347
H -1.1985 -1.2994 0.4933 -1.859 -0.431 -1.650
H 0.9816 -0.1966 -1.7992 -0.003 0.196 -0.045
H 0.0853 0.7171 -2.8078 -0.252 -0.020 0.190
H -0.6724 -0.1417 -1.5718 0.564 0.547 -0.503
H -2.7607 -1.8013 -0.7677 1.116 -0.421 0.332
H -3.0717 -0.8080 0.3221 0.406 0.242 0.550
O -2.2901 -1.1907 -0.1364 0.183 0.198 0.510
```
Positions in Å, forces in eV/Å.

Output
* relative energy (zero: lowest compared OMol25 entry of this formula, charge and spin): 368.7 kJ/mol
* E_LUMO (alpha / beta): -13.90 / -19.31 eV
* multiplicity: 2
* total energy: -344.150480 hartree
* net charge: +3

=====

No. 2
Below is 3 unconnected molecules or ions with the total composition C4H14N2O2, with properties calculated with ωB97M-V/def2-TZVPD.

The geometry in XYZ format:
```
22
Properties=species:S:1:pos:R:3:forces:R:3
C 0.2507 -1.4600 -0.5592 1.013 -1.257 -0.879
C 1.3039 -0.3993 -0.7319 -1.237 -1.817 0.602
C 0.6194 0.8873 -1.0250 -0.364 2.755 1.296
N 1.3504 1.8833 -0.2448 0.408 0.378 0.810
N -0.7785 -1.2970 0.5626 -0.502 -2.776 -1.968
C -2.0373 -0.4966 0.5721 1.565 -0.006 1.057
O -1.8080 0.6510 1.3143 0.451 -0.093 -0.306
H -0.7815 -1.2247 -0.8800 -2.029 1.113 -3.975
H 0.5941 -2.4815 -1.0022 -1.495 1.460 1.289
H 1.8425 -0.3076 0.2192 -0.191 0.137 -0.030
H 1.9689 -0.7212 -1.4983 0.645 -0.247 -0.631
H 0.5191 1.2310 -2.0942 0.534 -0.727 0.864
H -0.3996 0.9366 -0.5944 -0.004 -0.775 -0.564
H 1.1840 2.7785 -0.6289 -0.097 1.170 -0.076
H 1.1592 1.8564 0.8076 0.192 -0.451 -1.897
H -0.1701 -0.9516 1.2482 2.169 2.171 2.826
H -2.3077 -0.2552 -0.4567 0.052 -0.113 -1.013
H -2.8286 -1.1121 0.9865 -0.210 0.061 0.230
H -1.1508 -0.5448 -2.2204 0.691 -0.954 2.021
H 1.4836 0.0371 2.7644 -1.930 0.623 -1.659
H -0.8033 0.7389 1.4102 -0.951 0.112 0.786
O 0.7894 0.2516 2.0510 1.288 -0.762 1.218
```
Positions in Å, forces in eV/Å.

Output
* relative energy (zero: lowest compared OMol25 entry of this formula, charge and spin): 993.4 kJ/mol
* E_LUMO: -3.38 eV
* total energy: -420.426746 hartree
* net charge: 0

=====

No. 3
Below is 2 unconnected molecules or ions with the total composition C4H14N2O2, with properties calculated with ωB97M-V/def2-TZVPD.

The geometry in XYZ format:
```
22
Properties=species:S:1:pos:R:3:forces:R:3
C -1.8012 0.8697 0.7657 -0.913 -1.244 -0.276
C -0.6807 0.6105 -0.2161 1.485 -1.603 -0.355
C -0.8902 -0.6586 -1.1341 -1.754 1.008 -0.240
O -2.2004 -1.1845 -1.0582 -0.176 -1.726 0.582
N 0.5934 0.3161 0.4458 1.251 1.390 0.226
C 1.3152 1.5293 0.9674 -0.629 -0.580 -1.208
N 1.7140 2.3661 -0.1481 0.470 0.491 0.441
H -1.7884 1.7877 1.3365 0.547 0.251 0.047
H -1.8540 -0.0126 1.4715 -0.146 1.007 -0.738
H -2.7223 0.9127 0.1696 -0.147 -0.050 0.476
H -0.4901 1.3837 -0.9678 -0.254 0.399 0.641
H -0.7543 -0.4663 -2.2025 0.687 0.525 0.127
H -0.1933 -1.4383 -0.8589 -0.148 -0.251 0.266
H -2.9403 -0.5963 -1.1929 0.357 0.612 -0.208
H 0.5739 -0.4557 1.1024 -0.432 0.193 0.109
H 2.2271 1.2042 1.4796 -0.348 0.024 0.057
H 0.6968 2.1545 1.6339 0.151 -0.328 -0.031
H 2.4060 1.9163 -0.7234 0.093 -0.216 -0.089
H 0.9600 2.6639 -0.7478 -0.107 0.003 0.197
O 1.7958 -3.3010 0.4844 -0.112 0.106 -0.164
H 1.7031 -2.4144 0.1120 0.071 -0.092 0.025
H 1.4054 -3.8858 -0.1765 0.054 0.083 0.117
```
Positions in Å, forces in eV/Å.

Output
* relative energy (zero: lowest compared OMol25 entry of this formula, charge and spin): 144.1 kJ/mol
* SMILES: C[C@H](CO)NCN.O
* E_LUMO: 0.73 eV
* total energy: -420.750199 hartree
* net charge: 0

=====

Question: The lowest relative energy (zero: lowest compared OMol25 entry of this formula, charge and spin) belongs to which entry?
Answer: number 3

=====

Question: What is the net charge in the third record?
Answer: 0